A cluster of 2 separate species, C30H47BBr3Cl2FN6O9 in total in a non-equilibrium geometry. Source: OMol25; level of theory: the ωB97M-V functional and the def2-TZVPD basis.

Each atom is followed by the atoms it is bonded to, with distances in Å.
Geometry (Å):
1 H 1.003 5.239 3.099  C30 1.100
2 C -0.113 -2.046 1.469  H16 1.090, N27 1.468, H42 1.077, C92 1.547
3 H 2.871 1.383 1.971  C21 1.086
4 H -0.990 4.709 1.915  N51 1.020
5 H -0.749 -2.104 -1.192  C62 1.092
6 H -2.629 -2.576 -2.763  C56 1.091
7 O 1.676 -6.791 -0.783  B28 1.472, C68 1.336
8 C -2.629 2.214 1.967  C50 1.314, Cl55 1.728, C57 1.500
9 O 2.710 -2.606 -1.742  C85 1.205
10 H 1.396 0.581 -3.482  C86 1.095
11 H -1.286 0.900 -2.147  C19 1.085
12 H -1.685 -3.612 1.361  C92 1.088
13 O -5.873 0.376 -3.377  C43 1.178
14 C -1.925 -0.955 0.218  N27 1.465, H37 1.084, H60 1.091, C62 1.563
15 C -2.094 -2.520 3.159  H17 1.084, H26 1.086, C92 1.548, Br98 1.944
16 H 0.329 -2.557 0.613  C2 1.090
17 H -2.237 -1.455 3.016  C15 1.084
18 C 0.296 2.435 -0.078  N46 1.493, C71 1.557, H93 1.089, C94 1.557
19 C -0.205 0.821 -2.090  H11 1.085, H84 1.091, C86 1.530, C94 1.534
20 N -4.991 -1.660 -2.908  C38 1.476, C43 1.443, H79 1.014
21 C 2.100 1.275 1.215  H3 1.086, C71 1.590, C73 1.557, N83 1.474
22 O 2.723 -4.850 -1.822  B28 1.486, C85 1.317
23 H -0.483 -3.793 2.601  C92 1.090
24 O 3.027 -5.218 0.500  B28 1.487, C87 1.315
25 H 2.515 0.681 -0.915  C73 1.088
26 H -3.061 -2.976 2.964  C15 1.086
27 N -0.696 -0.784 0.996  C2 1.468, C14 1.465, C63 1.297
28 B 2.863 -5.920 -0.800  O7 1.472, O22 1.486, O24 1.487, O32 1.470
29 H 2.112 0.186 3.624  C58 1.095
30 C 1.028 4.953 2.036  H1 1.100, N51 1.494, C54 1.515, H89 1.087
31 H 2.081 3.239 2.714  C54 1.091
32 O 4.016 -6.785 -1.088  B28 1.470, C40 1.336
33 H 0.014 2.907 -2.168  C94 1.086
34 H 1.495 2.044 -1.939  C94 1.087
35 N 0.183 -0.389 4.024  C58 1.448, H64 1.009, H70 1.010
36 H -4.209 -0.434 -1.335  C38 1.099
37 H -2.240 -0.051 -0.291  C14 1.084
38 C -4.127 -1.457 -1.729  N20 1.476, H36 1.099, H52 1.088, C56 1.547
39 H 0.389 2.985 2.429  C54 1.091
40 C 3.575 -8.038 -1.230  O32 1.336, C68 1.516, O76 1.195
41 Br 4.453 3.281 0.962  C95 1.996
42 H 0.704 -1.912 2.158  C2 1.077
43 C -5.085 -0.446 -3.682  O13 1.178, N20 1.443, C61 1.511
44 H 3.641 5.614 -2.488  C77 1.088
45 F -0.082 1.581 -4.364  C86 1.376
46 N -0.663 1.541 0.637  C18 1.493, C50 1.388, C63 1.390
47 H -4.609 0.461 -5.513  C61 1.085
48 H -1.147 2.229 3.582  C57 1.085
49 H -2.136 -3.019 -0.570  C62 1.088
50 C -1.934 2.049 0.864  C8 1.314, N46 1.388, Cl59 1.792
51 N -0.311 5.350 1.504  H4 1.020, C30 1.494, H82 1.016
52 H -4.346 -2.192 -0.958  C38 1.088
53 O 3.086 -3.058 1.105  C87 1.205
54 C 1.277 3.459 2.011  C30 1.515, H31 1.091, H39 1.091, C71 1.560
55 Cl -4.213 2.905 1.965  C8 1.728
56 C -2.652 -1.684 -2.136  H6 1.091, C38 1.547, C62 1.541, H78 1.085
57 C -2.102 1.793 3.307  C8 1.500, H48 1.085, H75 1.086, H99 1.090
58 C 1.101 0.505 3.349  H29 1.095, N35 1.448, H74 1.095, N83 1.458
59 Cl -2.756 2.593 -0.633  C50 1.792
60 H -2.757 -1.272 0.848  C14 1.091
61 C -4.160 -0.284 -4.865  C43 1.511, H47 1.085, H80 1.087, H90 1.089
62 C -1.800 -2.039 -0.902  H5 1.092, C14 1.563, H49 1.088, C56 1.541
63 C -0.158 0.378 1.206  N27 1.297, N46 1.390, N83 1.391
64 H -0.281 0.073 4.792  N35 1.009
65 Br 1.127 5.400 -1.491  C72 1.934
66 H 3.074 2.623 -0.953  C95 1.079
67 H 3.777 0.234 0.224  C73 1.087
68 C 2.072 -8.042 -1.034  O7 1.336, C40 1.516, O91 1.195
69 H 2.290 -0.643 0.193  C73 1.089
70 H 0.671 -1.198 4.382  N35 1.010
71 C 1.622 2.700 0.693  C18 1.557, C21 1.590, C54 1.560, C95 1.533
72 C 2.768 4.699 -0.744  Br65 1.934, C77 1.556, C95 1.561, H96 1.083
73 C 2.703 0.361 0.108  C21 1.557, H25 1.088, H67 1.087, H69 1.089
74 H 1.013 1.488 3.825  C58 1.095
75 H -2.127 0.709 3.366  C57 1.086
76 O 4.258 -8.988 -1.471  C40 1.195
77 C 3.816 4.720 -1.894  H44 1.088, C72 1.556, H81 1.086, H97 1.090
78 H -2.222 -0.882 -2.726  C56 1.085
79 H -5.911 -1.914 -2.565  N20 1.014
80 H -3.165 0.014 -4.543  C61 1.087
81 H 4.814 4.779 -1.470  C77 1.086
82 H -0.519 6.243 1.942  N51 1.016
83 N 1.046 0.499 1.893  C21 1.474, C58 1.458, C63 1.391
84 H 0.161 -0.030 -1.514  C19 1.091
85 C 2.797 -3.685 -1.212  O9 1.205, O22 1.317, C87 1.516
86 C 0.302 0.571 -3.512  H10 1.095, C19 1.530, F45 1.376, H88 1.091
87 C 2.992 -3.923 0.273  O24 1.315, O53 1.205, C85 1.516
88 H 0.035 -0.422 -3.879  C86 1.091
89 H 1.787 5.600 1.602  C30 1.087
90 H -4.121 -1.240 -5.386  C61 1.089
91 O 1.352 -8.994 -1.091  C68 1.195
92 C -1.105 -3.055 2.094  C2 1.547, H12 1.088, C15 1.548, H23 1.090
93 H -0.232 3.388 -0.062  C18 1.089
94 C 0.467 2.106 -1.590  C18 1.557, C19 1.534, H33 1.086, H34 1.087
95 C 2.784 3.263 -0.134  Br41 1.996, H66 1.079, C71 1.533, C72 1.561
96 H 3.191 5.379 -0.016  C72 1.083
97 H 3.709 3.856 -2.551  C77 1.090
98 Br -1.662 -3.006 4.991  C15 1.944
99 H -2.818 2.134 4.056  C57 1.090

**Total charge**: 0
**Lowest unoccupied orbital energy**: -1.272 eV
**E_tot**: -297810.0612 eV
**HOMO-LUMO gap**: 7.84 eV